{"formula": "C38H27BBrCuF4N8O4P", "method": "ωB97M-V/def2-TZVPD", "relative_energy_kj_mol": 239.0, "charge": 1, "homo_ev": [-10.2, -10.2], "lumo_energy_ev": [-6.0, -6.0], "homo_lumo_gap_ev": [4.2345, 4.2658], "fmax_ev_per_a": 1.99, "multiplicity": 1, "species": ["Cu", "C", "C", "N", "N", "C", "B", "N", "C", "C", "C", "N", "N", "C", "C", "C", "N", "N", "C", "C", "C", "N", "H", "H", "H", "H", "H", "H", "H", "H", "H", "H", "H", "H", "F", "C", "C", "F", "C", "F", "C", "P", "C", "C", "C", "C", "C", "C", "C", "C", "C", "C", "C", "C", "C", "Br", "C", "F", "H", "H", "H", "H", "H", "H", "H", "H", "H", "H", "O", "C", "O", "C", "C", "C", "C", "O", "C", "O", "C", "C", "H", "H", "H", "H", "H"], "xyz": [[-0.3818, 0.1458, -0.5947], [-0.2811, -0.7867, 3.5847], [0.0389, -1.1368, 2.2737], [-0.1386, -0.0939, 1.4801], [-0.6018, 0.9191, 2.2203], [-0.6869, 0.5311, 3.5042], [-1.1430, 2.1544, 1.5104], [-0.1377, 2.6237, 0.4093], [0.2484, 3.8798, 0.1628], [0.8332, 3.9227, -1.0872], [0.7574, 2.6166, -1.5569], [0.1928, 1.8554, -0.6288], [-2.4013, 1.7385, 0.6865], [-3.7052, 1.9910, 0.8735], [-4.4150, 1.4510, -0.1813], [-3.4536, 0.8648, -0.9965], [-2.2550, 1.0508, -0.4597], [-1.4413, 3.2851, 2.4423], [-2.2142, 4.3853, 2.2180], [-2.0586, 5.2384, 3.2786], [-1.1433, 4.5809, 4.1189], [-0.7804, 3.4275, 3.6066], [-0.2341, -1.4085, 4.4557], [0.3677, -2.0715, 1.8617], [-1.0089, 1.2209, 4.2563], [0.0794, 4.6699, 0.8639], [1.2370, 4.7758, -1.5894], [1.0617, 2.2185, -2.5031], [-4.0581, 2.5183, 1.7364], [-5.4738, 1.4700, -0.3337], [-3.5715, 0.3434, -1.9240], [-2.8070, 4.4891, 1.3321], [-2.5298, 6.1866, 3.4370], [-0.7356, 4.9163, 5.0524], [5.4441, -5.4877, -0.2102], [4.7206, -4.3836, -0.3248], [5.2797, -3.1396, -0.0414], [6.5509, -3.0477, 0.3341], [4.5136, -1.9836, -0.1719], [5.1192, -0.8192, 0.0708], [3.1799, -2.0340, -0.5792], [2.1004, -0.5429, -0.7875], [2.6559, 0.0154, -2.4259], [1.7529, -0.0940, -3.4825], [2.1261, 0.3281, -4.7460], [3.3873, 0.8677, -4.9488], [4.2869, 0.9653, -3.8975], [3.9327, 0.5359, -2.6311], [2.8078, 0.5234, 0.4960], [3.1692, 1.8434, 0.2589], [3.6477, 2.6199, 1.2993], [3.7857, 2.0763, 2.5658], [3.4479, 0.7516, 2.8013], [2.9367, -0.0168, 1.7759], [2.6537, -3.2862, -0.9002], [0.9155, -3.3788, -1.6069], [3.3998, -4.4503, -0.7620], [2.8601, -5.6247, -1.0664], [0.7631, -0.4988, -3.3040], [1.4336, 0.2418, -5.5688], [3.6670, 1.2229, -5.9280], [5.2700, 1.3786, -4.0671], [4.6346, 0.6252, -1.8144], [3.0969, 2.2572, -0.7364], [3.9217, 3.6473, 1.1103], [4.1656, 2.6800, 3.3747], [3.5834, 0.3192, 3.7823], [2.6568, -1.0445, 1.9570], [-1.7961, -1.2804, -2.6298], [-1.9363, -1.6921, -1.4976], [-1.1553, -1.4440, -0.5023], [-3.1173, -2.4993, -1.0355], [-3.6925, -2.1121, 0.1751], [-4.8776, -2.6722, 0.6281], [-5.4118, -3.6872, -0.1321], [-6.5238, -4.4159, 0.0958], [-6.6096, -5.3524, -0.9591], [-5.5338, -5.1316, -1.8485], [-4.7997, -4.1199, -1.3238], [-3.6630, -3.5225, -1.8145], [-3.2121, -1.3479, 0.7652], [-5.3575, -2.3400, 1.5315], [-7.5672, -5.2274, -1.4874], [-6.5510, -6.3740, -0.5497], [-3.2183, -3.8204, -2.7479]]}

***

{"formula": "C5H7N3O", "method": "ωB97M-V/def2-TZVPD", "relative_energy_kj_mol": 399.8, "charge": 0, "homo_ev": -7.6, "lumo_energy_ev": -0.1, "homo_lumo_gap_ev": 7.5158, "fmax_ev_per_a": 1.86, "multiplicity": 1, "species": ["C", "C", "C", "C", "N", "N", "C", "N", "O", "H", "H", "H", "H", "H", "H", "H"], "xyz": [[0.1804, -1.6194, -0.1138], [1.4002, -0.6413, -0.5394], [-0.6014, -0.4634, 0.3817], [0.2674, 0.6218, 0.0708], [-1.8180, -0.4211, 0.9100], [0.2547, 1.8230, 0.8331], [0.1348, 0.8165, -1.4936], [0.8922, 0.0309, -2.0976], [2.5721, -0.8499, -0.3436], [-2.3339, -1.2603, 1.1145], [-2.1979, 0.4717, 1.1878], [0.7316, 2.5757, 0.3482], [0.6789, 1.7054, 1.7428], [-0.3199, -2.2558, -0.8470], [0.6154, -2.1955, 0.7032], [-0.4567, 1.6618, -1.8571]]}

***

{"formula": "C4H7NO2", "method": "ωB97M-V/def2-TZVPD", "relative_energy_kj_mol": 323.9, "charge": 0, "homo_ev": -9.6, "lumo_energy_ev": 0.9, "homo_lumo_gap_ev": 10.5570, "fmax_ev_per_a": 0.64, "multiplicity": 1, "species": ["O", "N", "C", "C", "C", "C", "O", "H", "H", "H", "H", "H", "H", "H"], "xyz": [[-2.0499, -1.5094, 0.6946], [-1.7742, -0.5527, -0.2710], [-0.5435, -0.2692, -0.3672], [0.0300, 0.8557, -1.1901], [1.2244, 0.8771, -0.1990], [0.7771, -0.5070, 0.3684], [0.8070, -0.7438, 1.7437], [-3.0144, -1.5530, 0.6524], [-0.6173, 1.7362, -1.2268], [0.3028, 0.5668, -2.2101], [1.1202, 1.6593, 0.5606], [2.2308, 0.9232, -0.6239], [1.3530, -1.3186, -0.0919], [0.1540, -0.1647, 2.1602]]}

***

{"formula": "C2H10N3O", "method": "ωB97M-V/def2-TZVPD", "relative_energy_kj_mol": 74.1, "charge": 0, "homo_ev": [-3.0, -9.3], "lumo_energy_ev": [1.1, 0.7], "homo_lumo_gap_ev": [4.0826, 10.0262], "fmax_ev_per_a": 2.99, "multiplicity": 2, "species": ["C", "N", "C", "N", "N", "H", "H", "H", "H", "H", "H", "H", "H", "H", "H", "O"], "xyz": [[-0.6140, -2.0738, 1.0453], [-0.0051, -1.1346, 0.1149], [-0.4215, 0.0035, -0.4033], [0.0760, 0.3840, -1.6004], [-1.4826, 0.6535, 0.1319], [0.1378, -2.5797, 1.6415], [-1.3807, -1.6720, 1.7043], [-1.1900, -2.7476, 0.3731], [0.9461, -1.4745, -0.1123], [-0.1534, 1.2830, -1.9853], [1.1122, 0.3023, -1.6055], [-1.7631, 1.4462, -0.4320], [-2.0904, 0.3399, 0.8681], [2.9171, 2.3861, -0.3572], [1.9365, 2.3936, 0.7878], [1.9753, 2.4900, -0.1709]]}

***

{"formula": "C4H11BNO2S", "method": "ωB97M-V/def2-TZVPD", "relative_energy_kj_mol": 0.0, "charge": 1, "homo_ev": -14.0, "lumo_energy_ev": -3.9, "homo_lumo_gap_ev": 10.1214, "fmax_ev_per_a": 0.36, "multiplicity": 1, "species": ["C", "C", "O", "B", "O", "S", "H", "H", "H", "H", "H", "H", "H", "H", "C", "C", "N", "H", "H", "H"], "xyz": [[0.6339, 0.9421, 0.5612], [-0.2331, 1.3806, -0.5936], [-1.5802, 1.7514, -0.1205], [-2.6124, 0.9660, -0.2666], [-2.7208, -0.2779, -0.7435], [-4.3135, 1.8288, 0.3036], [0.0900, 0.2822, 1.2422], [1.5099, 0.4260, 0.1663], [0.9759, 1.8063, 1.1342], [-0.3383, 0.6143, -1.3627], [0.1387, 2.2923, -1.0585], [-3.5248, -0.7920, -0.5827], [-4.2188, 2.9174, -0.4786], [-3.8416, 2.4740, 1.3846], [3.3243, -3.2300, 0.2362], [3.3664, -1.8591, -0.2548], [3.3992, -0.7826, -0.6502], [2.3509, -3.4410, 0.6745], [3.5018, -3.9225, -0.5842], [4.0923, -3.3763, 0.9931]]}

***

{"formula": "C21H28O21", "method": "ωB97M-V/def2-TZVPD", "relative_energy_kj_mol": 0.0, "charge": 0, "homo_ev": -10.7, "lumo_energy_ev": 0.0, "homo_lumo_gap_ev": 10.7744, "fmax_ev_per_a": 1.82, "multiplicity": 1, "species": ["O", "C", "O", "C", "C", "O", "H", "H", "H", "H", "O", "C", "O", "C", "C", "O", "H", "H", "H", "H", "O", "C", "O", "C", "C", "O", "H", "H", "H", "H", "O", "C", "O", "C", "C", "O", "H", "H", "H", "H", "O", "C", "O", "C", "C", "O", "H", "H", "H", "H", "O", "C", "O", "C", "C", "O", "H", "H", "H", "H", "O", "C", "O", "C", "C", "O", "H", "H", "H", "H"], "xyz": [[-16.3140, -2.6234, -35.7175], [-16.1185, -3.5426, -34.9998], [-15.6687, -4.7455, -35.4142], [-15.7346, -5.6983, -34.3433], [-15.8781, -4.7995, -33.1091], [-16.2481, -3.5211, -33.6536], [-16.5429, -6.3972, -34.5429], [-14.7908, -6.2407, -34.3129], [-14.9345, -4.6473, -32.5858], [-16.6293, -5.1537, -32.4078], [-7.2146, -1.7769, -40.8476], [-7.4183, -1.1313, -39.8740], [-6.8958, 0.1023, -39.6387], [-7.4581, 0.6103, -38.4322], [-7.9411, -0.6406, -37.7273], [-8.2032, -1.5059, -38.8364], [-6.6927, 1.1267, -37.8443], [-8.1981, 1.3909, -38.6236], [-8.8746, -0.5040, -37.1864], [-7.1994, -1.0498, -37.0428], [-10.3102, -2.5680, -36.1887], [-10.9454, -3.5177, -36.5238], [-10.3967, -4.7090, -36.8415], [-11.4119, -5.6433, -37.1706], [-12.7370, -4.8492, -36.9864], [-12.2843, -3.5431, -36.6113], [-11.3500, -6.0404, -38.1786], [-11.4646, -6.4634, -36.4588], [-13.3663, -5.2777, -36.2166], [-13.2731, -4.8186, -37.9326], [-10.0040, -6.1766, -43.1243], [-10.1337, -5.5057, -42.1509], [-9.0881, -4.9601, -41.4798], [-9.5515, -4.3519, -40.2805], [-11.0587, -4.2293, -40.5279], [-11.2961, -5.2108, -41.5391], [-9.2545, -4.9035, -39.3856], [-9.0972, -3.3680, -40.1465], [-11.3181, -3.2300, -40.8695], [-11.6158, -4.5116, -39.6400], [-9.6959, -7.9352, -38.7370], [-9.0258, -8.1624, -39.6937], [-7.8656, -7.5430, -39.9913], [-7.4433, -7.9218, -41.3050], [-8.2899, -9.1740, -41.5907], [-9.3061, -9.1280, -40.5934], [-7.5673, -7.1463, -42.0562], [-6.3888, -8.1940, -41.2597], [-7.7153, -10.0969, -41.5630], [-8.7468, -9.0765, -42.5759], [-13.3091, -7.9379, -35.6544], [-13.3465, -8.9991, -35.1174], [-12.2643, -9.7380, -34.7974], [-12.7450, -11.0896, -34.6295], [-14.1207, -10.8289, -34.0654], [-14.4871, -9.6458, -34.7707], [-12.7545, -11.5285, -35.6347], [-12.0511, -11.7074, -34.0661], [-14.0426, -10.6022, -33.0009], [-14.7881, -11.6656, -34.2453], [-12.5050, 1.9236, -32.3657], [-12.5634, 0.8285, -32.8141], [-13.5604, 0.3889, -33.6237], [-13.2536, -0.9300, -34.0604], [-12.2339, -1.3975, -33.0359], [-11.6713, -0.1587, -32.5897], [-14.1999, -1.4788, -34.0868], [-12.8928, -1.0925, -35.0818], [-11.4771, -2.0522, -33.4624], [-12.6546, -1.9053, -32.1635]]}